# 1
This record from the OMol25 dataset describes a 2-piece molecular cluster, C5H8O overall. The level of theory is ωB97M-V with the def2-TZVPD basis set.

## Properties
DFT total energy   -270.45763 a.u.
SMILES   C1=CCC1.C=O
LUMO energy   0.82 eV
Charge   0

The geometry in XYZ format:
```
14
Properties=species:S:1:pos:R:3:forces:R:3
C 0.320 -0.451 2.298 -0.22 -0.33 -0.07
H 1.423 -0.416 2.229 -0.09 -0.09 0.05
H -0.176 0.515 2.522 0.02 -0.16 0.03
H 0.656 1.686 0.517 0.00 -0.16 -0.11
H -1.556 -0.161 0.157 0.05 0.12 -0.10
C -0.251 -0.478 -1.626 0.00 -0.11 -0.12
H -0.408 -1.560 -1.548 0.02 0.21 0.05
H -0.400 -0.166 -2.666 0.00 -0.12 0.14
H 2.059 -0.094 -1.196 -0.12 0.08 0.02
C 0.346 0.912 -0.182 0.13 0.04 -0.09
C 1.006 0.092 -1.005 0.08 0.13 0.03
H -1.689 1.170 -1.029 0.03 -0.13 -0.01
C -1.021 0.417 -0.603 -0.18 0.08 0.03
O -0.308 -1.467 2.133 0.28 0.42 0.15
```
Forces are in eV/Å.

# 2
This record from the OMol25 dataset describes a 14-piece molecular cluster, C56H70N14 overall. The level of theory is ωB97M-V with the def2-TZVPD basis set.

## Properties
DFT total energy   -2942.15374 a.u.
LUMO energy   0.24 eV
Charge   0

The geometry in XYZ format:
```
140
Properties=species:S:1:pos:R:3:forces:R:3
C 4.953 5.790 1.443 -0.78 1.61 2.12
C -0.303 7.331 -2.635 1.14 -1.02 -0.26
C -1.122 6.384 -1.942 0.15 2.02 -0.94
H -2.189 6.377 -2.110 0.07 -0.53 0.56
C 5.114 4.602 0.796 1.07 -1.51 -2.52
C 5.190 3.395 -4.754 -1.05 0.23 -0.30
C 2.939 -3.854 8.118 -2.00 0.60 1.38
H -0.468 5.491 6.497 -0.05 -0.21 0.12
N -7.277 3.973 -2.621 0.07 -0.66 0.22
H -6.735 2.143 -1.684 0.11 0.19 0.11
H -7.942 4.248 -1.912 0.16 0.27 -0.44
H 5.220 -4.198 1.647 0.10 0.16 -0.10
N 4.337 -0.873 -5.882 -0.15 -0.98 -0.37
H 7.458 4.767 -6.612 -0.39 0.19 -0.60
H -0.190 0.002 -5.554 -0.02 0.04 -0.21
N 1.043 6.086 -1.363 -1.33 -1.49 1.34
H -5.257 1.708 -3.885 0.13 0.23 0.11
C -4.806 -4.563 4.776 -0.04 0.66 -0.03
C -9.639 0.719 3.991 -2.98 -0.33 0.84
C -7.014 4.492 -3.852 -0.22 0.88 -0.03
H 6.866 -2.984 3.106 0.11 0.22 -0.15
C -6.117 3.661 -4.457 0.10 1.94 -2.52
H -10.299 1.242 4.667 -0.29 -0.24 -0.15
H 0.966 -6.232 1.905 0.06 0.03 0.43
H 4.229 -8.470 0.660 -0.01 0.01 0.15
H 3.517 -0.365 -6.181 0.24 -0.17 -0.05
C 4.072 5.544 2.473 -1.41 -0.92 0.04
C 0.173 -1.074 0.873 -1.13 -0.97 2.07
H 1.627 0.176 -1.629 -0.03 0.18 -0.01
H 6.186 -0.890 -0.694 0.37 0.30 0.31
C 6.520 3.505 -5.123 0.52 0.96 -1.02
C -7.772 -0.070 3.312 2.97 -0.83 1.23
C 6.530 4.366 -6.231 4.30 -1.42 1.94
C -3.838 -5.856 6.275 1.55 0.67 0.03
C 1.387 -2.741 6.842 0.07 0.32 1.38
H 1.844 5.750 -0.847 -0.22 0.01 -0.22
C 3.650 -7.912 1.381 0.54 -0.09 -0.68
H -5.656 -4.006 4.409 0.36 0.13 -0.45
C 6.531 -1.439 -5.710 -2.23 -0.35 -0.28
H -1.022 -1.627 -7.376 -0.25 0.32 -0.05
N 3.629 -3.129 7.215 -2.09 1.61 -1.60
C 2.851 -6.846 3.127 -4.26 0.95 0.18
H 4.624 -3.004 7.099 -0.36 -0.18 0.14
C 2.642 -2.403 6.475 2.13 0.22 -1.43
H 5.397 6.747 1.210 0.15 -0.20 0.08
C 4.330 3.609 1.340 -0.67 0.59 -0.18
N -4.982 -5.124 6.023 1.98 -1.16 -1.00
H 6.093 -3.006 -4.221 0.00 -0.14 -0.08
H 7.608 -1.508 -5.664 -0.16 0.38 -0.62
H 2.930 -1.693 5.714 0.30 -0.24 -0.06
H 0.382 -2.483 6.545 0.44 0.53 -0.53
C -5.819 2.602 -3.656 -0.58 -1.35 1.99
C -0.876 3.234 4.287 -0.80 -0.96 -3.46
C -0.876 0.265 -6.346 -1.14 0.80 -1.41
C -9.841 0.170 2.730 -3.01 2.33 1.17
N -5.991 -3.182 -3.328 -0.98 0.17 -0.99
H 7.611 -0.769 1.711 -0.13 0.11 -0.10
H -6.403 -3.020 -4.236 0.02 -0.12 0.29
H -0.622 8.003 -3.418 0.17 0.02 0.11
H 4.608 -8.133 3.326 0.21 0.41 -0.07
H 0.752 -3.897 8.575 0.23 -0.19 0.16
C 6.887 -1.501 1.388 1.17 0.27 1.17
H 4.121 2.572 1.126 0.25 0.18 -0.29
H -1.500 2.412 -6.104 0.40 -0.17 0.20
H -1.254 3.003 3.302 -0.04 -0.28 0.06
H -3.989 -2.511 -3.735 -0.34 -0.14 -0.33
H 4.838 2.778 -3.941 -0.33 0.16 -0.12
H -6.708 -0.246 3.379 -0.08 -0.25 -0.15
H -8.477 -0.654 1.317 0.43 0.07 0.12
C -8.640 -0.219 2.292 2.31 -1.69 -1.70
N 2.481 -7.308 0.990 1.26 -1.54 -0.74
H 3.437 -2.310 -4.541 0.27 -0.02 0.00
H -3.091 2.041 -8.064 0.08 -0.21 -0.21
H -7.418 5.433 -4.198 -0.02 -0.13 0.13
C -2.862 -5.600 5.277 -2.10 -0.84 1.50
C -6.656 -3.573 -2.200 0.25 -0.38 0.06
H 0.705 3.072 7.121 0.13 -0.01 -0.20
H -5.862 -3.837 -0.170 -0.25 -0.14 -0.08
H -1.920 -0.197 0.729 0.23 -0.40 0.28
H 0.383 -1.762 1.678 -0.99 0.15 0.50
C -0.267 5.724 -1.146 0.29 -2.65 2.00
C 4.342 -1.948 -5.006 2.38 0.95 -0.67
N -1.087 4.458 4.749 -0.03 1.26 1.18
N -8.416 0.401 4.425 0.85 0.58 -1.31
H -0.423 4.900 -0.466 -0.28 0.10 0.07
C -6.570 2.817 -2.512 0.27 -1.30 0.47
C 4.454 4.189 -5.634 -0.78 -1.20 1.26
N 5.689 -3.355 1.348 0.16 0.70 0.48
H 3.664 6.065 3.327 0.16 0.47 -0.34
N 1.266 -0.913 0.121 -0.28 0.54 -0.35
N 3.609 4.241 2.308 0.68 0.56 1.01
C -0.905 -0.340 0.389 1.21 -0.64 -0.47
H 2.165 -1.314 0.345 -0.17 0.28 -0.35
H 4.802 -3.137 -0.562 0.00 0.27 -0.06
H -8.030 0.606 5.336 0.03 0.08 -0.47
C 5.587 -0.672 -6.399 1.12 1.35 0.69
C 0.902 -0.062 -0.865 3.29 0.09 -2.69
H -1.860 -6.002 5.262 -0.15 0.00 -0.03
H 3.376 4.248 -5.667 0.16 0.39 -0.33
C -0.384 0.248 -0.813 -2.47 0.79 1.30
C 6.206 -1.541 0.167 -0.99 -0.17 -0.85
H -3.032 -4.536 3.377 -0.47 0.25 -0.04
C 5.717 -2.270 -4.917 -1.46 -0.84 1.55
C -4.714 -2.911 -3.042 2.00 0.94 0.56
C -0.084 2.506 5.092 0.40 -0.95 0.69
H 1.930 7.369 -2.723 -0.05 0.31 0.17
H 5.746 0.183 -7.040 -0.02 -0.12 -0.11
C -4.501 -3.093 -1.690 0.41 -0.66 -1.07
C -5.707 -3.586 -1.208 -1.18 0.00 1.64
H 7.373 3.111 -4.590 0.01 -0.04 -0.30
H -10.720 0.163 2.102 -0.20 0.28 0.42
C -3.512 -4.822 4.301 -1.05 0.23 0.50
H 3.402 -4.438 8.900 0.09 0.01 -0.21
H -2.887 -0.547 -8.788 0.30 -0.05 -0.12
H -5.709 3.872 -5.434 0.00 -0.08 -0.03
C 1.892 -6.768 2.051 0.95 1.79 1.98
C 6.580 -2.617 2.132 -1.08 -0.58 -1.29
N 5.322 4.755 -6.516 -2.35 0.99 -0.69
H -7.695 -3.867 -2.224 0.17 0.08 0.05
H 5.101 5.458 -7.206 -0.11 -0.30 0.16
H 0.193 1.476 4.927 0.04 0.12 0.02
C 1.012 7.014 -2.279 0.12 3.19 -2.79
H -3.707 -6.428 7.182 -0.15 0.12 0.01
H -0.985 0.900 -1.429 0.42 -0.03 -0.26
H -3.561 -3.079 -1.158 -0.08 0.30 -0.13
H 2.655 -6.560 4.150 -0.07 0.21 -0.11
N -1.329 -0.668 -7.299 -0.56 2.20 0.71
C 5.428 -2.664 0.180 0.16 -1.32 0.59
H 2.163 -7.339 0.032 -0.23 0.06 0.38
H 2.888 3.820 2.877 0.33 0.01 0.04
C -2.277 -0.004 -8.081 0.05 -1.53 -0.46
C 0.204 3.316 6.196 -1.31 2.48 0.57
C -1.539 1.482 -6.651 1.98 -0.77 2.45
C -0.482 4.553 5.962 1.71 -1.09 0.85
C 1.572 -3.497 7.997 1.19 -2.69 0.75
C 3.869 -7.633 2.718 1.58 -1.75 -1.53
C -2.392 1.301 -7.703 -0.85 -0.64 -0.88
H -5.753 -5.029 6.669 0.09 -0.04 -0.50
H -1.524 5.226 4.261 0.00 -0.37 0.12
H 5.710 4.611 -0.105 0.13 -0.81 0.03
```
Forces are in eV/Å.

Maximum force? In order: 0.01031; 0.09577 hartree/bohr.
Relative energy (zero: lowest compared OMol25 entry of this formula, charge and spin)? In order: 62.9; 138.3 kcal/mol.
E_HOMO? In order: -9.581; -7.902 eV.